1.
Computed, not measured: one molecule with the formula C5H6ClN in a non-equilibrium geometry, with wB97M-V/def2-TZVPD.

Results
charge	0
structure (SMILES)	Cl[C@@H]1C=C[C@@H]2N[C@H]12
frontier orbital gap	0.3637	hartree
LUMO	0.9	eV
energy relative to the best compared isomer or geometry (same formula, charge and spin)	69.7	kcal per mole
E_HOMO	-8.98	eV

Atoms and positions in Å:
C  0.503  -0.103  1.095
C  -0.930  -0.108  0.943
C  -1.467  0.295  -0.251
C  -0.244  0.360  -1.044
C  1.015  0.268  -0.255
H  0.759  0.541  1.847
H  -1.438  -0.505  1.806
H  -2.502  0.436  -0.549
H  -0.266  0.899  -1.942
H  1.230  -0.774  -2.011
H  1.834  1.151  -0.167
N  0.662  -0.771  -1.255
Cl  0.841  -1.688  1.781

2.
Computed, not measured: one molecule with the formula C5H6ClNO in a non-equilibrium geometry, with wB97M-V/def2-TZVPD.

Results
charge	0
structure (SMILES)	O=N[C@@H]1CCC=C1Cl
frontier orbital gap	0.3276	hartree
LUMO	-0.2	eV
energy relative to the best compared isomer or geometry (same formula, charge and spin)	94.4	kcal per mole
E_HOMO	-9.15	eV

Atoms and positions in Å:
C  -1.424  0.124  0.489
C  -1.123  -0.185  -0.755
C  -0.147  0.362  1.315
C  0.880  0.647  0.256
C  0.408  -0.160  -0.978
N  1.343  -1.249  -1.113
O  1.152  -2.273  -0.452
Cl  -2.078  -0.736  -2.011
H  -2.452  0.263  0.727
H  -0.299  1.160  2.016
H  0.408  -0.524  1.917
H  0.796  1.706  0.097
H  1.973  0.484  0.343
H  0.565  0.381  -1.851

3.
Computed, not measured: C5H6CoLiO4 as an isolated structure in a non-equilibrium geometry, with wB97M-V/def2-TZVPD.

Results
charge	0
frontier orbital gap (alpha / beta)	0.1715 / 0.2586	hartree
2S+1	5
LUMO (alpha / beta)	-0.9 / -0.5	eV
energy relative to the best compared isomer or geometry (same formula, charge and spin)	275.0	kcal per mole
E_HOMO (alpha / beta)	-5.55 / -7.58	eV

Atoms and positions in Å:
O  -2.971  -1.083  -1.443
C  -2.319  -0.474  -0.555
O  -2.839  -0.080  0.519
O  -1.002  -0.378  -0.751
C  -0.122  0.638  -0.231
Li  -4.500  -0.782  -0.264
H  -0.902  1.202  0.324
H  0.423  1.384  0.374
C  1.278  0.808  -1.473
C  1.570  -0.330  -0.609
H  1.077  1.871  -1.659
H  1.288  0.462  -2.519
Co  4.001  1.234  -0.258
O  3.433  0.023  0.860
C  2.252  -0.599  0.592
H  2.348  -1.454  -0.632
H  1.561  -0.618  1.455

4.
Computed, not measured: C5H6CuNO3 as an isolated structure in a non-equilibrium geometry, with wB97M-V/def2-TZVPD.

Results
charge	+1
frontier orbital gap (alpha / beta)	0.2740 / 0.1656	hartree
2S+1	2
LUMO (alpha / beta)	-4.6 / -7.6	eV
energy relative to the best compared isomer or geometry (same formula, charge and spin)	0.0	kcal per mole
E_HOMO (alpha / beta)	-12.08 / -12.08	eV

Atoms and positions in Å:
Cu  -2.121  -3.241  -2.771
O  0.362  -1.782  0.425
C  0.050  -2.798  -0.471
O  -0.843  -2.487  -1.358
O  0.648  -3.840  -0.397
H  -0.316  -1.163  0.124
N  -0.782  1.147  0.872
C  0.257  1.608  1.597
C  1.317  1.984  0.724
C  0.887  1.722  -0.550
C  -0.411  1.176  -0.440
H  -1.689  0.845  1.193
H  0.116  1.685  2.665
H  2.184  2.550  1.019
H  1.445  1.822  -1.465
H  -1.104  0.775  -1.165

5.
Computed, not measured: one molecule with the formula C5H6F2 in a non-equilibrium geometry, with wB97M-V/def2-TZVPD.

Results
charge	0
structure (SMILES)	C=C/C=C(/F)CF
frontier orbital gap	0.3478	hartree
LUMO	0.7	eV
energy relative to the best compared isomer or geometry (same formula, charge and spin)	43.5	kcal per mole
E_HOMO	-8.75	eV

Atoms and positions in Å:
C  -1.545  -0.145  0.730
C  -0.510  -0.866  0.009
C  0.591  -0.245  -0.416
C  1.474  0.913  0.005
C  2.556  1.166  -0.787
H  -1.892  -0.606  1.615
H  -2.520  -0.112  0.211
H  1.132  -0.942  -1.105
H  1.192  1.371  0.968
H  3.213  2.100  -0.675
H  3.016  0.274  -1.463
F  -1.441  1.173  1.074
F  -0.729  -1.953  -0.719

6.
Computed, not measured: one molecule with the formula C5H6F2 in a non-equilibrium geometry, with wB97M-V/def2-TZVPD.

Results
charge	0
structure (SMILES)	C[C@@H]1CC1=C(F)F
frontier orbital gap	0.3832	hartree
LUMO	1.0	eV
energy relative to the best compared isomer or geometry (same formula, charge and spin)	30.2	kcal per mole
E_HOMO	-9.45	eV

Atoms and positions in Å:
C  1.341  -1.161  0.390
C  1.544  -1.965  1.421
C  0.683  -1.023  -0.916
C  0.681  0.144  0.075
C  -0.632  0.328  0.867
F  1.793  -1.670  2.709
F  1.930  -3.254  1.192
H  1.505  -1.010  -1.641
H  -0.131  -1.751  -1.158
H  1.330  0.978  -0.061
H  -0.970  -0.655  0.853
H  -1.350  0.883  0.367
H  -0.462  0.713  1.865

7.
Computed, not measured: one molecule with the formula C5H6F2 in a non-equilibrium geometry, with wB97M-V/def2-TZVPD.

Results
charge	0
structure (SMILES)	C=CC(F)(F)C=C
frontier orbital gap	0.3890	hartree
LUMO	0.5	eV
energy relative to the best compared isomer or geometry (same formula, charge and spin)	47.5	kcal per mole
E_HOMO	-10.05	eV

Atoms and positions in Å:
C  0.276  -0.253  0.562
C  -1.198  0.130  0.478
C  -1.566  1.403  0.411
C  0.550  -0.960  -0.557
C  1.799  -0.606  -1.052
H  -1.842  -0.689  0.798
H  -2.680  1.460  0.321
H  -0.889  2.220  0.304
H  -0.396  -1.671  -1.025
H  1.969  -1.000  -2.144
H  2.412  0.148  -0.560
F  1.173  0.844  0.681
F  0.393  -1.029  1.783

8.
Computed, not measured: C5H6FHgO4 as an isolated structure in a non-equilibrium geometry, with wB97M-V/def2-TZVPD.

Results
charge	+2
frontier orbital gap (alpha / beta)	0.2404 / 0.2412	hartree
2S+1	2
LUMO (alpha / beta)	-11.6 / -11.6	eV
E_HOMO (alpha / beta)	-18.18 / -18.18	eV

Atoms and positions in Å:
O  2.952  0.566  -0.516
C  3.178  -0.384  0.262
H  4.155  -0.414  0.765
H  -0.094  0.083  0.896
C  2.226  -1.403  0.548
H  1.546  -1.697  -0.253
H  2.477  -2.137  1.315
C  -0.906  0.422  0.128
C  -2.190  1.123  0.514
O  -3.151  0.478  -0.323
C  -2.622  -0.573  -0.930
O  -1.281  -0.658  -0.603
O  -3.182  -1.400  -1.568
F  -0.131  1.292  -0.770
H  -2.165  2.195  0.302
H  -2.436  0.943  1.566
Hg  1.625  1.567  -1.334